The following is a quantum chemistry calculation of C20H26B2F2N10OS2W as an isolated structure, from the OMol25 dataset.

HOMO level (spin up / spin down)   -15.698 / -15.711 eV
Calculated total energy   -2512.7587 a.u.
F_max   0.01301 hartree/bohr
LUMO energy (spin up / spin down)   -9.9 / -10.0 eV
Energy above the lowest of the compared OMol25 structures with the same formula, charge and spin   0.8326 eV
Orbital gap (spin up / spin down)   5.750 / 5.712 eV

Structure (ORCA input):
```
! RIJCOSX wB97M-V def2-TZVPD def2/J DEFGRID3
* xyz 3 4
W 0.29334 -0.27908 0.64620
C 0.69212 -3.49347 -2.19262
C 0.17494 -2.99636 -1.01393
N 0.62196 -1.74277 -0.80889
N 1.43619 -1.43416 -1.84997
C 1.48722 -2.46804 -2.69151
B 2.11929 -0.03033 -2.01311
N 2.92812 0.27330 -0.69729
C 4.19430 0.63940 -0.48698
C 4.40863 0.80642 0.87519
C 3.18976 0.53337 1.45684
N 2.28842 0.22661 0.50224
N 1.00288 1.04354 -2.03238
C 0.79712 2.07173 -2.86159
C -0.18111 2.88959 -2.32215
C -0.53073 2.28419 -1.13229
N 0.17380 1.15312 -0.95255
N 2.96952 -0.05841 -3.23149
C 4.18373 -0.64813 -3.45693
C 4.36908 -0.72556 -4.80667
C 3.19114 -0.17477 -5.35660
N 2.34783 0.20218 -4.41997
H 0.51787 -4.45752 -2.63670
H -0.50463 -3.45736 -0.31560
H 2.07654 -2.41482 -3.59334
H 4.87183 0.78910 -1.30994
H 5.32351 1.10098 1.35811
H 2.89800 0.56145 2.49470
H 1.35566 2.14405 -3.77852
H -0.57469 3.79832 -2.74148
H -1.24071 2.61562 -0.39395
H 4.81081 -1.00852 -2.65894
H 5.22575 -1.11561 -5.32785
H 2.93192 -0.04371 -6.39508
C -4.07372 2.75585 5.45208
C -3.70547 1.97045 4.25311
C -4.60584 1.21477 3.51634
C -4.17981 0.55446 2.38843
N -2.85388 0.63069 2.01766
C -1.93570 1.34045 2.73780
S -0.31232 1.51537 2.34621
N -2.41976 1.98207 3.83956
C -5.11409 -0.24079 1.54646
H -4.56064 2.10358 6.18059
H -4.80807 3.51490 5.16807
H -3.21962 3.24410 5.91645
H -5.64304 1.15979 3.81472
H -1.74177 2.52354 4.36987
H -5.60523 -0.99141 2.16942
H -4.64804 -0.74725 0.70355
H -5.89733 0.41581 1.16002
F -1.93558 -1.18391 0.55906
B -2.43354 0.06570 0.67949
F -2.83393 0.65479 -0.40500
C 0.75815 -4.32383 2.57376
S 0.26011 -2.74750 3.23839
C 1.58147 -2.49889 4.40651
O 0.57379 -1.73984 2.11580
H 0.77042 -5.03842 3.39802
H 1.74720 -4.22575 2.12813
H 0.02021 -4.63754 1.83932
H 1.47080 -3.24442 5.19493
H 1.46944 -1.50350 4.83130
H 2.53994 -2.60799 3.90106
*
```